[1]
This record from OMol25 describes C67H76N9O3PY as an isolated structure. The level of theory is wB97M-V/def2-TZVPD.

Properties
Multiplicity: 1
DFT total energy (Ha): -3697.0257
Total charge: -1

Last column: Mulliken charge in e.
CARTESIAN COORDINATES (ANGSTROEM)
Y -0.02072 0.47297 1.16317  -0.89
C -1.44090 -4.37235 5.60920  -1.17
C -1.30658 -4.37222 4.07939  -1.29
C -1.52192 -3.01962 3.47380  0.55
C -2.70436 -2.43124 3.13607  0.61
C -4.08942 -2.98708 3.27374  -1.06
C -4.82864 -2.46773 4.51739  -1.17
C -2.38328 -1.11707 2.61695  0.00
N -1.03498 -0.94927 2.61094  -0.13
C -0.47490 -2.06538 3.15758  -0.02
C 0.88269 -2.21055 3.43610  -0.08
C 1.90893 -1.28184 3.21881  -0.39
C 3.25056 -1.39136 3.75012  0.29
C 3.81147 -2.59212 4.44666  -1.35
C 4.15161 -3.71330 3.45056  -1.11
C 3.90314 -0.24338 3.41371  0.81
C 2.94995 0.57421 2.69312  -0.02
C 3.20396 1.85217 2.18852  -0.59
C 2.30478 2.73067 1.59186  0.34
N 0.97272 2.48629 1.43879  0.15
C 0.40038 3.60746 0.92821  -0.60
C -0.97811 3.80175 0.76852  -0.69
C -2.01210 2.94933 1.14153  1.17
N -1.84829 1.74879 1.75091  -0.39
C -3.07151 1.16830 1.82550  -0.17
C -3.31410 -0.13938 2.24326  -0.68
C -4.09118 2.08978 1.32514  1.06
C -3.43030 3.19338 0.89522  0.97
C -3.92797 4.46815 0.28383  -1.53
C -4.06203 5.59713 1.31559  -1.54
C -5.54991 1.73198 1.36089  0.05
C -6.51553 2.67537 0.64882  -1.73
C 1.42556 4.60578 0.69146  0.68
C 2.60033 4.06956 1.12521  0.50
C 3.94713 4.72497 1.12787  -1.45
C 4.75105 4.44197 -0.15035  -0.70
C 1.19546 5.97447 0.12383  -1.09
C 0.75120 6.99025 1.18588  -1.17
N 1.76812 -0.09180 2.57354  0.40
C 5.30227 0.14457 3.78931  -1.04
C 6.38257 -0.61862 3.00839  -0.70
H -1.21029 -5.35737 6.02591  0.42
H -2.45734 -4.10692 5.90938  0.21
H -0.75995 -3.64180 6.05335  0.28
H -2.02051 -5.07981 3.65164  0.50
H -0.31325 -4.73310 3.80946  0.43
H -4.03564 -4.07847 3.31050  0.46
H -4.66942 -2.73268 2.38225  0.19
H -4.28998 -2.73669 5.42869  0.26
H -5.83758 -2.88479 4.57950  0.42
H -4.90680 -1.37798 4.49275  0.24
H 1.17352 -3.12962 3.93482  0.28
H 3.10122 -2.96203 5.18959  0.53
H 4.71412 -2.30189 4.98932  0.40
H 3.24176 -4.10643 2.98569  0.25
H 4.66931 -4.54339 3.94360  0.41
H 4.78997 -3.32983 2.64911  0.22
H 4.22027 2.21451 2.29743  0.14
H -1.27135 4.73448 0.29960  0.39
H -4.35391 -0.44731 2.27618  0.52
H -4.88216 4.30967 -0.20861  0.54
H -3.23103 4.77123 -0.49906  0.37
H -4.82727 5.35161 2.05696  0.34
H -4.33971 6.54123 0.83775  0.44
H -3.12034 5.74533 1.85011  0.27
H -5.84929 1.63545 2.41019  0.48
H -5.66048 0.73648 0.91951  0.17
H -6.49507 3.68212 1.07577  0.31
H -7.53608 2.29681 0.74012  0.51
H -6.27909 2.74259 -0.41719  0.23
H 4.51917 4.38011 1.99210  0.47
H 3.82257 5.80450 1.24950  0.38
H 4.94625 3.37075 -0.25452  -0.11
H 5.71049 4.96822 -0.13779  0.52
H 4.19313 4.76913 -1.03411  0.22
H 0.43555 5.91444 -0.65865  0.42
H 2.11175 6.32826 -0.35456  0.41
H -0.17571 6.66455 1.66436  0.19
H 0.58363 7.97804 0.74502  0.41
H 1.51114 7.08682 1.96694  0.30
H 5.43576 -0.02371 4.86230  0.39
H 5.43748 1.21586 3.63472  0.38
H 6.36016 -1.68617 3.24482  0.18
H 7.37814 -0.23805 3.25538  0.43
H 6.22548 -0.52952 1.92984  -0.07
C -2.99206 -3.06776 -4.23511  -1.57
C -2.53354 -4.12327 -3.25145  1.76
C -2.80149 -5.45608 -3.58456  -0.96
C -2.41935 -6.51838 -2.78100  -0.74
C -1.74774 -6.26184 -1.59293  -0.71
C -1.49542 -4.94752 -1.23754  -1.07
C -1.86337 -3.85772 -2.04658  1.25
P -1.43103 -2.27304 -1.17755  -0.51
C -2.14738 -0.83126 -2.00696  -0.68
C -1.10412 1.39320 -2.81423  0.47
C -2.30380 2.28910 -2.73769  -1.39
C -3.57012 1.95991 -2.43487  -0.89
C -4.14957 0.69259 -2.06987  -0.73
C -3.51605 -0.51522 -1.85864  2.06
C -4.40792 -1.66640 -1.44585  -2.12
C 0.24233 -1.85442 -1.93141  1.52
C 0.27406 -2.22240 -3.38865  -0.27
C 1.33878 -2.77270 -3.96621  -0.87
C 2.56205 -3.06162 -3.20877  -1.20
C 2.58699 -2.89970 -1.88382  -0.78
C 1.40477 -2.44197 -1.14945  0.72
C 1.41942 -2.42925 0.17826  -0.17
H -2.34330 -3.07075 -5.11660  0.54
H -2.97188 -2.06653 -3.80679  -0.21
H -4.00617 -3.29176 -4.57652  0.58
H -3.32950 -5.65288 -4.51412  0.43
H -2.65233 -7.53531 -3.07600  0.37
H -1.44221 -7.07370 -0.94139  0.42
H -0.99470 -4.73788 -0.29561  0.39
H -0.24247 1.96780 -2.48106  0.70
H -2.08046 3.32908 -2.96025  0.51
H -4.27935 2.78735 -2.46092  0.23
H -5.22460 0.70539 -1.90878  0.24
H -5.44524 -1.33905 -1.36368  0.55
H -4.08863 -2.05584 -0.46836  0.28
H -4.36741 -2.50065 -2.15264  0.15
H -0.60527 -1.97449 -3.97333  0.11
H 1.30879 -3.00418 -5.02645  0.49
H 3.44047 -3.42427 -3.73439  0.42
H 3.47920 -3.11470 -1.30171  0.45
H 2.31339 -2.70373 0.73257  0.02
H 0.53974 -2.15556 0.75054  -0.75
O -1.34851 0.83326 -0.56041  0.34
N -1.16619 0.26184 -1.77702  -0.06
N 0.30695 -0.32301 -1.86441  0.00
O 0.94569 0.12281 -0.75414  0.95
C -0.83617 0.85515 -4.20393  -0.24
C 0.45651 0.80679 -4.72001  -0.01
C 0.69523 0.30095 -5.99080  -0.83
C -0.36317 -0.17482 -6.75912  -0.51
C -1.65714 -0.12897 -6.25112  -0.79
C -1.89153 0.39129 -4.98285  0.37
H 1.28249 1.14504 -4.10177  0.35
H 1.70928 0.25758 -6.37570  0.38
H -0.17857 -0.58321 -7.74798  0.37
H -2.48780 -0.49512 -6.84700  0.43
H -2.90033 0.43595 -4.58000  0.13
C 5.34689 2.12032 -3.24610  -1.04
N 5.33277 1.29677 -2.06137  0.39
C 6.36000 0.31459 -1.80497  -0.44
C 5.68683 -0.56563 -0.74325  -0.01
O 6.26065 -1.48967 -0.19261  -0.73
N 4.40140 -0.13564 -0.54758  0.24
C 4.21895 0.89905 -1.36681  -0.42
N 3.06014 1.54913 -1.46245  1.47
H 6.25636 2.72111 -3.26954  0.31
H 4.50655 2.80992 -3.24794  0.30
H 5.30392 1.52200 -4.16305  0.30
H 7.28212 0.75394 -1.42534  0.28
H 6.58758 -0.28485 -2.69169  0.26
H 2.21156 1.04890 -1.11345  -1.60
H 2.94833 2.26233 -2.15591  0.27

=====

[2]
This record from OMol25 describes a 15-piece molecular cluster, C67H87N11O12S4 overall in a non-equilibrium geometry. The level of theory is wB97M-V/def2-TZVPD.

Properties
Multiplicity: 1
DFT total energy (Ha): -5702.9551

Last column: Mulliken charge in e.
CARTESIAN COORDINATES (ANGSTROEM)
O 1.41243 -19.08377 -18.89545  -0.64
S 2.10409 -19.69475 -20.01994  0.92
O 3.52030 -19.48468 -20.17557  -0.04
O 1.75263 -21.26507 -20.01170  -0.37
C 2.66714 -22.14750 -20.65405  1.49
C 2.07945 -23.51439 -20.53554  -1.77
C 1.27791 -19.33292 -21.59268  -0.86
H 3.65255 -22.16838 -20.18860  -0.21
H 2.78170 -21.76076 -21.66667  -0.43
H 2.01824 -23.75957 -19.47524  0.38
H 2.57410 -24.29301 -21.11621  0.37
H 1.03040 -23.59421 -20.82057  0.45
H 1.66037 -20.04548 -22.32349  0.06
H 1.37108 -18.31477 -21.97051  0.31
H 0.22221 -19.58146 -21.48384  0.43
O 4.58599 -13.67984 -17.53635  -0.68
S 4.93260 -14.99327 -17.09452  0.98
O 5.85812 -15.18421 -15.98338  -0.45
O 3.54317 -15.90965 -16.76473  -0.10
C 2.53325 -15.96943 -17.78345  0.18
C 1.32155 -16.62102 -17.09287  -1.10
C 5.56345 -15.98212 -18.49649  -0.30
H 2.81606 -16.53309 -18.67249  -0.03
H 2.29555 -14.93860 -18.04611  0.32
H 0.53835 -16.88571 -17.80326  0.38
H 0.87767 -16.02905 -16.29247  0.41
H 1.74251 -17.52409 -16.65088  0.03
H 5.09310 -16.96539 -18.48892  -0.21
H 6.62575 -16.22047 -18.44359  0.33
H 5.51027 -15.53135 -19.48747  0.30
O 10.90700 -24.53030 -21.23341  -0.50
S 11.69332 -23.44288 -21.84917  1.06
O 13.04488 -23.73425 -22.35635  -0.65
O 10.81621 -22.64055 -22.99274  -0.21
C 11.44851 -21.84798 -23.96886  -0.70
C 10.82399 -20.46813 -23.96681  -0.49
C 11.77209 -22.05173 -20.63062  -0.45
H 11.31075 -22.28626 -24.95731  0.36
H 12.53312 -21.85978 -23.86130  0.43
H 9.73673 -20.45930 -23.89017  0.11
H 11.12250 -19.87760 -24.83299  0.41
H 11.24990 -19.96752 -23.09727  0.11
H 10.73226 -21.82731 -20.39290  -0.07
H 12.05981 -21.13923 -21.15279  0.13
H 12.32698 -22.47047 -19.79107  0.48
O 8.11389 -17.67249 -20.59157  -0.19
S 8.27999 -18.99334 -20.06623  0.43
O 9.61270 -19.59376 -19.98915  -0.24
O 7.53706 -19.03437 -18.57457  0.32
C 8.30204 -18.52980 -17.44569  -0.75
C 7.33606 -18.29340 -16.28227  1.94
C 7.18581 -20.23138 -20.95426  0.13
H 8.86963 -17.61662 -17.62468  0.52
H 8.95871 -19.35125 -17.15915  -0.24
H 6.71627 -17.42039 -16.48674  -0.82
H 7.82320 -18.20880 -15.31086  -0.30
H 6.72263 -19.18900 -16.18379  -0.69
H 6.18638 -19.83777 -21.13951  -0.02
H 7.08982 -21.04554 -20.23591  -0.30
H 7.67946 -20.50715 -21.88611  0.20
N 5.79269 -20.27402 -24.50667  -0.40
C 4.74092 -19.69638 -25.13678  -0.39
C 3.44835 -20.30557 -25.22450  -0.44
C 3.32231 -21.55593 -24.55241  -0.41
C 4.36058 -22.09104 -23.90241  -0.03
C 5.60335 -21.43126 -23.81850  -0.07
H 4.96969 -18.79191 -25.68084  0.40
H 2.57243 -19.82232 -25.63148  0.47
H 2.45637 -22.18808 -24.68266  0.39
H 4.35049 -23.11877 -23.57064  0.42
H 6.42692 -21.99290 -23.40295  0.07
N 5.45830 -25.09351 -21.47382  -0.49
C 6.43359 -24.80858 -22.36033  -0.76
C 7.62351 -24.13755 -21.97302  -0.39
C 7.80711 -23.85015 -20.64266  0.22
C 6.81705 -24.08827 -19.71586  -0.24
C 5.63199 -24.71977 -20.15091  -0.84
H 6.24942 -25.09509 -23.38521  0.45
H 8.28125 -23.70568 -22.71280  0.59
H 8.77661 -23.46707 -20.36033  0.53
H 7.01284 -24.01429 -18.65633  0.48
H 4.81012 -25.00498 -19.51092  0.44
N 3.22220 -18.33837 -11.54360  -0.64
C 3.84460 -18.57391 -12.72198  -0.51
C 3.94798 -17.59248 -13.73188  0.41
C 3.18980 -16.42273 -13.53486  -0.70
C 2.39331 -16.24032 -12.36712  -0.68
C 2.48941 -17.19567 -11.36163  -0.40
H 4.47053 -19.44769 -12.82734  0.48
H 4.59014 -17.73109 -14.58909  0.83
H 3.13691 -15.64431 -14.28163  0.45
H 1.74372 -15.39848 -12.17809  0.42
H 1.90195 -17.07643 -10.46325  0.36
N 8.21760 -14.40282 -13.00558  -0.64
C 7.24936 -15.33945 -13.10295  -0.46
C 7.46555 -16.67489 -12.73894  -0.02
C 8.73463 -17.00638 -12.31711  0.14
C 9.79354 -16.12967 -12.16197  -0.66
C 9.49216 -14.84534 -12.59211  -0.44
H 6.24590 -14.97653 -13.26961  0.46
H 6.72607 -17.45785 -12.81985  0.47
H 8.89827 -18.01314 -11.96210  0.31
H 10.75954 -16.48207 -11.83170  0.49
H 10.23830 -14.06494 -12.61735  0.40
N 11.10759 -19.72854 -15.89313  0.39
C 12.23918 -20.47248 -16.16218  -0.31
C 13.50107 -19.90950 -15.90554  -0.60
C 13.65026 -18.69069 -15.27279  -0.55
C 12.45483 -17.94110 -15.06324  -0.78
C 11.20396 -18.43372 -15.46659  -0.33
H 12.22093 -21.46014 -16.59875  0.30
H 14.36065 -20.48953 -16.20734  0.47
H 14.63119 -18.36003 -14.96485  0.43
H 12.57345 -16.92541 -14.71585  0.49
H 10.27077 -17.90738 -15.33043  0.42
N 8.78489 -14.25240 -23.64868  -0.66
C 9.08737 -15.29575 -22.89885  -0.20
C 9.44758 -16.49873 -23.45778  0.12
C 9.69673 -16.62136 -24.83453  -0.47
C 9.37249 -15.52459 -25.63222  -0.51
C 8.83097 -14.34593 -24.97512  -0.43
H 8.91044 -15.30955 -21.83352  0.59
H 9.62112 -17.39308 -22.87777  0.40
H 10.03490 -17.50281 -25.35901  0.34
H 9.53079 -15.51362 -26.70050  0.44
H 8.46412 -13.46103 -25.47390  0.40
N 10.39872 -23.75331 -17.53460  -0.15
C 9.80639 -23.03303 -16.54471  -0.19
C 8.83391 -23.58759 -15.72204  -0.22
C 8.42182 -24.91436 -15.89901  -0.54
C 9.07418 -25.65020 -16.91751  -0.43
C 10.08829 -25.05639 -17.64361  -0.36
H 10.04550 -21.98159 -16.60542  0.37
H 8.43025 -23.03197 -14.88851  0.27
H 7.67528 -25.36829 -15.26417  0.43
H 8.74109 -26.63185 -17.22054  0.43
H 10.61900 -25.66141 -18.36381  0.34
N 14.98102 -17.47247 -20.78080  -0.60
C 14.09848 -16.74069 -21.52687  -0.29
C 12.72124 -16.65139 -21.36911  -0.46
C 12.15633 -17.55216 -20.47729  0.08
C 12.92064 -18.37069 -19.75285  -0.30
C 14.32183 -18.30968 -19.86435  -0.64
H 14.46989 -16.13801 -22.34249  0.37
H 12.12772 -16.08166 -22.06879  0.32
H 11.09067 -17.67684 -20.35385  0.60
H 12.54761 -19.15820 -19.11483  0.54
H 14.95434 -18.95012 -19.26753  0.41
N 5.44162 -22.48645 -16.22094  -0.24
C 4.61637 -22.34876 -15.12931  -0.90
C 3.71649 -21.25526 -14.97074  -0.67
C 3.74049 -20.29534 -15.91974  -0.38
C 4.52477 -20.39200 -17.09137  -0.15
C 5.35659 -21.53021 -17.18065  -0.23
H 4.57122 -23.26846 -14.56493  0.49
H 3.01177 -21.13654 -14.16100  0.52
H 3.23989 -19.34993 -15.77146  0.48
H 4.55932 -19.63825 -17.86407  0.72
H 5.81727 -21.69028 -18.14426  0.31
N 6.46163 -20.88086 -12.36362  -0.38
C 7.00627 -21.11954 -11.14665  -0.64
C 8.42237 -21.01599 -11.00907  -0.48
C 9.26448 -20.79211 -12.09928  -0.61
C 8.67586 -20.53472 -13.34185  -0.15
C 7.30991 -20.60755 -13.39055  0.28
H 6.40577 -21.25829 -10.25978  0.39
H 8.89438 -21.32770 -10.08904  0.42
H 10.34342 -20.74772 -12.08132  0.46
H 9.27855 -20.38341 -14.22518  0.30
H 6.86513 -20.55549 -14.37334  0.36
N 2.96795 -16.23698 -21.82418  -0.21
C 3.19746 -14.93168 -21.95238  -0.53
C 4.42033 -14.36067 -22.22401  -0.52
C 5.47698 -15.26040 -22.36006  -0.28
C 5.34883 -16.65568 -22.20046  -0.51
C 4.05919 -17.07763 -22.02628  0.00
H 2.34140 -14.27394 -21.92182  0.38
H 4.52724 -13.28810 -22.29145  0.47
H 6.48272 -14.90461 -22.52828  0.23
H 6.20315 -17.27883 -22.42003  0.50
H 3.75726 -18.11354 -21.98007  0.39

=====

Q: Which Kohn-Sham gap values were calculated for the entries above? A: 0.1784 0.3488, in Ha.
Q: Which LUMO level values were calculated for the entries above? A: 0.05530 0.00838, in hartree.